Record 1
The following is a quantum chemistry calculation of an isolated molecule of C16H16BrClN4O4, from the Open Molecules 2025 dataset.

The geometry in XYZ format:
```
42
Properties=species:S:1:pos:R:3
C -0.93 -3.81 -0.15
O -2.11 -3.09 0.12
C -2.18 -1.75 -0.02
C -3.39 -1.20 0.45
Cl -4.59 -2.27 1.07
C -3.62 0.16 0.45
C -2.64 0.99 -0.07
Br -2.91 2.86 -0.12
C -1.45 0.49 -0.58
O -0.57 1.42 -1.04
C 0.12 1.22 -2.26
C -1.21 -0.89 -0.54
C 0.13 -1.35 -1.03
O 0.32 -1.94 -2.07
N 1.19 -0.96 -0.24
C 1.16 -0.40 1.01
O 0.19 -0.34 1.73
N 2.38 0.08 1.44
C 3.61 0.09 0.83
N 4.58 0.67 1.53
C 5.79 0.71 0.98
C 6.87 1.37 1.77
C 6.03 0.17 -0.28
C 4.96 -0.42 -0.94
C 5.09 -1.04 -2.29
N 3.75 -0.46 -0.38
H -1.14 -4.82 0.21
H -0.71 -3.84 -1.22
H -0.08 -3.40 0.39
H -4.54 0.56 0.83
H -0.39 0.50 -2.90
H 1.14 0.88 -2.09
H 0.14 2.19 -2.76
H 2.15 -1.05 -0.64
H 2.38 0.51 2.36
H 7.26 2.23 1.23
H 6.47 1.69 2.73
H 7.69 0.67 1.93
H 7.01 0.20 -0.73
H 4.14 -1.46 -2.61
H 5.85 -1.82 -2.27
H 5.40 -0.29 -3.01
```

Values from the calculation:
Structure (SMILES): COc1c(Cl)cc(Br)c(OC)c1C(=O)NC(=O)Nc1nc(C)cc(C)n1
Multiplicity: 1
HOMO level, eV: -8.0666
Largest force on an atom, Eh/bohr: 0.012
Kohn-Sham gap, eV: 8.409



Record 2
The following is a quantum chemistry calculation of an isolated molecule of C16H16BrN3O2S, from the Open Molecules 2025 dataset.

The geometry in XYZ format:
```
39
Properties=species:S:1:pos:R:3
C -5.13 -1.09 2.49
O -4.80 -1.16 1.13
C -4.05 -0.18 0.58
C -3.63 0.97 1.23
C -2.84 1.90 0.56
C -2.46 1.70 -0.76
C -1.49 2.63 -1.44
C -0.11 2.00 -1.42
O 0.61 1.85 -2.38
N 0.28 1.63 -0.17
N 1.39 0.80 -0.02
C 1.25 -0.30 0.77
S -0.09 -0.49 1.74
N 2.24 -1.22 0.80
C 3.47 -1.25 0.15
C 4.01 -2.49 -0.18
C 5.23 -2.58 -0.82
C 5.94 -1.43 -1.13
C 5.42 -0.19 -0.78
C 4.20 -0.09 -0.14
C -2.89 0.55 -1.41
C -3.67 -0.36 -0.75
Br -4.25 -1.94 -1.63
H -5.68 -2.00 2.71
H -4.23 -1.04 3.11
H -5.77 -0.22 2.70
H -3.90 1.16 2.25
H -2.53 2.79 1.09
H -1.45 3.59 -0.92
H -1.76 2.80 -2.48
H -0.40 1.48 0.58
H 1.92 0.74 -0.88
H 2.00 -2.05 1.34
H 3.46 -3.39 0.06
H 5.63 -3.55 -1.07
H 6.89 -1.50 -1.63
H 5.98 0.71 -1.00
H 3.83 0.87 0.17
H -2.60 0.37 -2.44
```

Values from the calculation:
Structure (SMILES): COc1ccc(CC(=O)NNC(=S)Nc2ccccc2)cc1Br
Multiplicity: 1
HOMO level, eV: -8.4757
Largest force on an atom, Eh/bohr: 0.011
Kohn-Sham gap, eV: 9.118



Record 3
The following is a quantum chemistry calculation of a structure of composition C16H16Cl3GeN11O2Pd, from the Open Molecules 2025 dataset.

The geometry in XYZ format:
```
50
Properties=species:S:1:pos:R:3
Pd 0.81 1.73 0.08
N 2.68 1.33 2.89
C 3.15 0.79 1.71
N 4.28 0.13 1.56
N 4.32 -0.20 0.25
N 3.26 0.22 -0.35
N 2.50 0.86 0.55
C 1.34 1.62 3.05
N 0.72 1.65 4.22
N -0.56 1.95 3.91
N -0.71 2.07 2.63
N 0.50 1.89 2.06
H 3.16 1.02 3.72
Cl -1.08 3.10 -0.45
Ge -0.40 3.25 -2.75
Cl 1.79 3.07 -2.03
Cl -0.53 5.48 -2.85
N -4.64 2.21 0.69
C -4.27 1.81 -0.66
C -3.22 0.70 -0.65
O -2.93 0.09 -1.65
O -2.65 0.49 0.53
H -4.77 3.21 0.78
H -3.05 1.14 1.16
H -5.48 1.75 1.01
H -3.79 2.65 -1.17
H -5.10 1.48 -1.29
C 0.39 -2.33 -4.47
C 0.57 -0.96 -4.26
C 0.53 -0.45 -2.99
C 0.36 -1.28 -1.87
C 0.16 -2.66 -2.09
C 0.18 -3.17 -3.38
N 0.32 -0.71 -0.64
C 0.57 -1.46 0.50
C 1.61 -2.40 0.56
C 1.92 -3.01 1.76
C 1.19 -2.73 2.91
C 0.15 -1.80 2.85
C -0.15 -1.16 1.67
H 0.41 -2.73 -5.47
H 0.73 -0.30 -5.11
H 0.68 0.61 -2.81
H -0.04 -3.31 -1.25
H 0.01 -4.22 -3.54
H 2.22 -2.56 -0.32
H 2.76 -3.69 1.80
H 1.45 -3.20 3.84
H -0.40 -1.55 3.75
H -0.93 -0.42 1.61
```

Values from the calculation:
Multiplicity: 2
HOMO level (alpha / beta), eV: -5.5008 / -5.7413
Largest force on an atom, Eh/bohr: 0.014
Total charge: -1
Kohn-Sham gap (alpha / beta), eV: 7.379 / 6.559



Record 4
The following is a quantum chemistry calculation of a structure of composition C16H16ClN4O4Zr in a non-equilibrium geometry, from the Open Molecules 2025 dataset.

The geometry in XYZ format:
```
42
Properties=species:S:1:pos:R:3
Zr -4.07 -1.34 0.77
Cl -1.42 -1.74 1.25
C -0.94 1.85 -5.35
C -0.75 3.24 -5.42
C -0.28 3.90 -4.29
C 0.18 3.25 -3.10
C 0.22 1.82 -3.22
C -0.41 1.16 -4.27
C 0.72 0.99 -2.10
O 0.65 -0.19 -2.21
C 0.98 1.76 -0.80
C 0.90 0.97 0.39
C 0.88 1.62 1.60
C 1.19 3.01 1.71
C 1.34 3.74 0.55
C 1.01 3.14 -0.70
C 0.62 4.00 -1.92
O 0.68 5.27 -2.03
H -1.29 1.28 -6.20
H -1.20 3.71 -6.29
H -0.42 4.96 -4.36
H -0.44 0.08 -4.25
H 0.73 -0.09 0.26
H 0.50 1.05 2.44
H 1.07 3.51 2.66
H 1.36 4.82 0.57
C 0.26 -5.67 0.98
O 1.01 -6.02 1.86
N 0.25 -4.56 0.31
N -0.79 -6.43 0.69
H -0.50 -4.15 -0.23
H 1.01 -3.93 0.53
H -1.29 -5.99 -0.07
H -0.92 -7.37 1.04
C -0.01 -1.61 5.32
O 0.30 -2.05 6.45
N 0.85 -0.81 4.65
N -1.09 -1.99 4.68
H 0.62 -0.67 3.67
H 1.71 -0.68 5.17
H -1.74 -2.36 5.36
H -1.48 -1.51 3.88
```

Values from the calculation:
Multiplicity: 1
HOMO level, eV: -16.5985
Largest force on an atom, Eh/bohr: 0.113
Total charge: +3
Kohn-Sham gap, eV: 1.592